Molecular formula: C41H114N16O19
Method: DFT, the ωB97M-V functional and the def2-TZVPD basis

Structure (XYZ):
```
190
Properties=species:S:1:pos:R:3:forces:R:3
C -8.128396 4.256548 2.883407 0.613 -1.106 0.172
H 6.293194 1.845528 -1.228923 -0.131 -0.379 -0.553
H 0.996654 -1.554952 1.742037 -0.668 0.132 0.391
H -2.455866 -3.231432 4.278577 -0.468 -0.160 -0.217
C -1.229666 -3.632172 -7.790153 -0.997 0.060 -1.066
H 3.354954 3.193288 6.412107 0.541 0.311 -0.687
C 5.853654 -1.468452 -0.133363 -1.812 -0.351 0.722
H -4.361266 0.648798 5.123197 0.202 0.669 0.328
H 1.626394 3.158868 0.586247 -0.524 0.235 -0.314
C -1.710506 1.812398 0.640377 0.278 -0.034 -0.816
C -1.430786 0.154238 5.834967 -0.089 -0.961 1.113
O -1.541926 -3.375642 -1.223423 0.507 -0.520 -0.389
N 6.618974 -1.125232 1.053477 0.702 -0.376 -1.041
H -2.504426 0.197948 6.017927 -0.013 -0.114 -0.291
H -0.084646 -0.202742 -4.392243 -0.190 -0.110 -0.042
H -3.042326 -2.406272 -3.305923 0.406 -0.098 -0.415
C 5.104334 -2.843502 0.083317 0.916 0.530 -0.694
H -3.692106 0.186668 3.627187 -0.195 -0.723 -0.210
H 0.250634 0.957058 2.046267 0.996 0.302 -0.002
H 0.948234 0.661378 8.184487 -0.173 0.575 0.233
C 3.103024 -3.878282 0.850667 -0.724 -0.462 -0.737
H -1.203876 -1.512092 -6.266903 0.213 0.539 0.159
C -4.893596 -3.045152 -5.876993 -0.315 0.373 0.741
O -1.795586 -1.301952 4.016347 -0.148 -0.564 -0.060
H -0.896896 -0.165212 1.848067 -0.826 -0.307 -0.499
H -4.015476 -2.370472 -1.073613 0.015 -0.651 -0.320
C -1.818146 -4.905292 -8.376473 0.849 -0.997 -0.510
H -2.646486 4.609378 -1.717643 -0.167 -0.124 0.802
C -3.768916 -6.052512 -9.232693 0.303 -0.013 0.346
O 1.197034 -1.138542 -5.277123 -0.449 -1.199 -0.001
C -3.249586 -1.696512 -1.457403 0.769 0.965 0.404
H -6.719116 2.331198 1.632457 0.191 -0.391 0.003
H 2.491294 -0.915342 -6.697613 0.230 0.423 -0.919
H -3.165066 5.124878 -3.043243 -0.165 0.128 -0.212
H -5.131976 -1.920802 -3.263993 -1.052 0.496 0.223
H -2.665236 4.634358 0.717047 0.273 0.009 0.687
O 1.438674 2.738268 6.655787 -1.989 0.755 0.786
H 0.249914 4.351198 2.666517 0.363 -0.454 0.499
H -5.445846 -0.620202 -5.354733 -0.210 -0.070 0.194
H 3.495614 -3.227172 -2.776833 0.597 0.232 0.071
O 8.081754 0.911648 -1.226993 -0.743 -0.611 0.067
H 5.732674 -3.602962 0.548617 0.469 0.188 0.131
H 2.426094 1.167148 6.079647 -0.002 -1.203 -0.021
H -3.857776 -5.935902 -10.312783 0.286 1.101 -0.176
H -5.886836 3.860588 1.958527 0.691 -0.112 -0.504
H -2.422296 1.178788 1.169517 0.255 -0.020 0.654
H 2.705284 0.374478 -2.701913 0.416 0.301 0.057
H 3.188694 -1.874292 -3.898453 -0.101 0.263 0.168
H 0.920044 1.366678 5.215347 -0.172 -0.090 -0.276
H 0.980264 -0.613202 7.198147 0.009 -0.152 -1.080
N -1.912236 1.947668 -3.319023 -3.713 2.981 2.344
N -5.669636 0.891348 3.483417 1.083 -1.500 0.164
O -5.160896 -2.247272 3.824697 -0.363 -0.230 0.004
O 3.073444 3.331588 2.513077 0.246 0.261 0.145
H 5.092664 -0.711112 -0.321613 -0.785 0.148 0.394
C 9.125734 1.178848 -2.184613 0.367 -0.227 1.515
H 6.398964 1.008218 0.881447 -0.344 0.109 -0.217
H 2.240294 0.549248 -5.803703 -0.459 0.082 0.201
H 4.399314 -2.350682 4.361787 -0.006 -0.159 -0.411
H 3.623524 5.671178 2.498957 -0.324 1.051 0.354
H -3.343556 5.708838 -0.105913 -0.057 0.321 0.104
C 0.605534 0.410208 7.180697 1.888 0.523 0.612
H 4.911154 5.087798 0.139057 -0.486 0.203 -0.433
H 2.251294 4.586248 6.315847 -0.089 -0.052 -0.127
N -1.610116 4.974058 5.002787 -2.062 0.714 3.638
H 4.639624 2.424178 -1.663523 0.576 -0.646 -0.067
C -5.571276 -3.522002 4.305477 0.212 0.356 0.193
C -5.111136 2.186628 3.149757 -0.944 -0.499 -0.823
C -0.102276 0.291758 1.258277 -0.201 -0.587 1.471
O -3.926396 -2.064892 -5.589273 0.790 2.030 0.534
N -1.380586 -3.584102 -6.379353 0.006 0.167 1.608
H 9.969074 0.495138 -2.087533 -0.188 -0.645 -0.048
N 3.609424 0.243338 3.133437 -1.845 5.145 -2.480
H -8.844796 4.391438 3.693757 -0.021 0.093 -0.257
N 5.546904 2.526078 -1.231603 -0.284 -4.189 -2.634
H 6.021874 -1.384662 1.825657 0.262 0.642 0.506
H -1.352216 -2.116962 5.872407 -0.148 0.157 0.379
H 1.380434 4.930608 0.548567 -0.370 -0.881 -0.900
H -5.830656 -1.203692 5.491167 -0.394 0.309 -0.075
N -0.839056 0.464648 7.180507 0.360 0.090 -1.448
H -4.848876 2.690748 4.079907 0.275 0.671 -0.151
O -0.192556 2.181558 -4.778753 0.077 0.971 0.140
H 6.314554 -1.350252 -1.114023 1.063 -0.901 0.245
H 8.979704 -0.409272 0.173657 0.060 -0.233 -0.369
C 4.018204 -0.440192 4.154637 1.549 2.117 0.034
H 0.488834 4.022648 4.403967 0.156 0.105 -0.475
H -2.437286 -2.592492 2.561997 -0.154 -0.108 0.248
H 2.241274 6.194368 1.514817 0.731 0.105 0.293
C -1.934386 -2.637472 3.527997 0.433 0.682 0.479
H 3.914844 -1.878902 2.737627 0.085 -0.266 0.336
C -6.208136 2.915968 2.397337 0.012 1.785 0.738
H -0.955976 -3.106182 3.422477 0.321 -0.025 -0.245
O -3.256616 4.759018 -0.025223 -0.286 -0.286 -0.274
H -2.408646 1.179948 -2.889743 -0.551 1.163 0.491
N 2.712554 5.512998 2.092517 2.078 4.544 2.711
H 3.400564 0.736208 -0.373873 0.321 0.530 -0.404
H -1.082526 4.524128 5.737167 -0.264 0.283 -0.011
H 0.460064 -1.399982 0.083137 0.159 0.032 -0.217
C 5.810314 3.621388 -0.615563 4.227 -2.456 1.442
H 8.722424 1.125638 -3.195863 -0.170 0.050 0.270
C 2.589324 4.254198 1.858357 2.000 -3.292 2.554
O 4.447694 0.012508 5.199377 -0.337 -0.060 1.483
C 2.945604 -2.297682 -2.923903 0.113 -0.820 0.945
H -1.145376 -1.308082 -1.353943 0.298 -0.075 -0.405
N 4.116204 -1.643212 3.698877 0.828 -6.363 0.929
H 3.947784 4.157988 -1.010913 0.181 0.348 0.431
N 2.227714 -0.339792 0.717297 -1.329 -1.475 -1.438
H -6.396136 -3.447142 5.014067 -0.274 0.139 -0.002
H -4.428816 -3.966962 -6.226753 0.256 0.433 -0.766
C -1.836106 -2.029212 -0.916963 -0.770 0.013 -0.215
H 1.397324 -0.609962 -2.205043 -0.479 0.030 0.023
H -4.162596 -1.639012 5.484287 0.515 0.492 0.104
N -0.853506 0.267788 -3.936643 1.386 -5.376 -0.089
H 7.535984 0.481228 2.047547 -0.073 -0.335 0.142
C 2.398384 -0.301422 -1.903743 -1.973 0.591 1.152
H -5.865036 -4.179032 3.486867 -0.072 0.419 -0.232
H -1.274986 2.634908 1.207747 -0.791 0.269 0.479
H 1.922174 -2.670932 -2.886733 -0.460 0.495 -0.357
H -1.730386 -1.872742 0.156557 -0.461 0.014 0.370
C -0.278626 -3.857382 -0.706593 -1.527 0.127 -0.951
H -1.141896 -2.375662 -4.709163 0.123 0.190 -0.046
H -6.478396 1.081868 4.057627 -0.102 -0.332 0.296
H -2.301096 2.156348 -0.208743 0.471 0.368 -0.226
H -0.189606 -3.494282 -8.085703 -0.167 -0.211 -0.293
H 2.317384 3.421498 4.919547 0.550 0.176 -0.150
H 9.617154 2.133028 -1.994483 -0.463 0.474 -0.061
H -1.472606 -5.745902 -7.774743 0.131 -0.248 0.096
H -4.779346 -4.059112 4.827447 0.430 0.118 0.188
H 1.022064 -3.230872 -5.147203 0.499 0.172 0.194
C 1.713634 -0.287302 -6.262963 1.454 -0.429 -0.316
O 6.843804 3.806468 -0.013403 2.018 0.688 0.920
H 3.312564 -0.115392 2.237167 -0.257 -0.199 0.147
H 2.616924 -3.941722 -0.122873 0.053 0.124 -0.410
C 8.355194 0.483518 0.141657 0.787 0.445 -0.389
H -7.725206 5.210058 2.542307 0.393 0.182 0.327
H 2.701214 -1.199852 0.480227 0.908 -0.303 0.363
H 2.265994 -3.845782 1.548107 0.305 0.531 0.411
O 3.931674 -2.742382 0.912447 0.274 0.121 0.009
H 1.784824 1.322058 -0.471733 -0.363 -0.265 -0.451
H -3.184246 -6.971332 -9.187433 0.324 -0.007 0.713
C 1.365764 1.383568 6.209907 0.961 -0.220 -0.138
C -1.269756 4.831858 3.759847 0.891 -0.387 -0.108
H -1.201766 0.885118 5.059427 0.179 0.078 -0.102
O -3.230106 -4.950612 -8.446063 -1.041 -0.436 -0.627
O -7.132806 3.343768 3.392027 -1.065 0.464 0.040
N -0.073606 4.329108 3.623047 3.074 -1.462 -1.021
C -4.475346 -1.068592 -3.439183 -0.603 -0.099 -0.900
H -1.426376 -5.035432 -9.385273 0.185 0.024 -0.229
H 3.569734 -4.853922 0.986337 0.672 0.137 0.253
C 7.148344 0.236758 1.058577 -0.095 0.109 -0.178
O 3.177904 -1.439162 -1.800653 0.749 -1.069 -0.913
H 1.053084 -2.687942 -6.807943 0.487 0.685 -0.008
C -4.954906 -1.251322 4.843947 -0.072 -0.656 -1.852
H -0.027206 -1.320562 4.994817 0.328 -0.085 0.335
O -0.584646 1.077528 0.181767 -0.288 -1.103 -0.230
H -5.361786 -3.409382 -4.962533 -0.608 0.321 0.232
H -3.867546 0.090888 -5.150883 0.651 -0.538 -0.460
C -1.083536 -1.258772 5.256427 -0.203 1.459 -0.626
H -4.771966 -0.124072 -2.983113 -0.396 -0.211 0.436
H 8.923104 1.267808 0.642117 0.114 0.282 -0.185
C 0.866444 -0.842772 0.927217 0.078 1.296 -0.034
H -8.584726 3.823128 1.993457 -0.420 -0.182 0.047
N 4.834534 4.389088 -0.586223 -5.960 6.453 0.783
H 3.569504 1.252538 3.136617 0.065 0.048 0.367
N -3.209606 -1.489812 -2.915763 0.990 -0.407 0.742
H -4.782536 -6.294882 -8.913423 0.134 0.298 0.452
C -4.452636 -0.805602 -4.945763 0.328 -2.226 -0.038
C 2.415154 3.556988 5.996667 -0.499 -1.352 0.906
H -3.574626 -0.742692 -1.041843 0.290 0.290 0.256
H -0.198426 -4.915592 -0.955343 -0.422 -0.103 0.257
C -4.615706 0.123598 4.202597 -0.909 0.041 1.358
C -0.793746 -2.374902 -5.742063 -0.249 -1.021 -1.059
H 0.540794 -3.422272 -1.278723 0.262 0.628 0.611
H -0.341006 -3.704782 0.370867 0.852 0.061 0.083
C 0.736204 -2.408592 -5.803133 -1.470 0.402 0.984
H -2.083246 2.942888 -3.299023 -0.581 -0.055 0.512
O -2.355826 4.916878 -2.576233 0.350 0.012 -0.836
H 4.890434 -3.236582 -0.910583 -0.617 0.035 -0.033
H -0.923866 1.462948 7.308177 -1.109 0.288 0.205
H -1.872896 -2.855932 -8.204673 0.376 0.705 -0.660
H 1.008024 0.075828 -7.010193 -0.222 -0.095 0.120
H -1.570776 -0.274642 -3.476873 0.181 -0.378 -0.108
H -5.601216 -2.566832 -6.554173 -0.369 -0.746 -0.216
C -0.949336 1.540438 -4.043983 3.327 0.931 -3.039
C 2.371474 0.404248 -0.511323 2.010 1.247 -0.588
H -2.509826 5.391828 5.192747 0.210 -0.299 0.187
H -2.372116 -3.403472 -6.313443 -0.229 -0.335 0.814
N 1.901514 4.105118 0.807677 -3.916 -2.072 -4.901
O -1.913556 5.137168 2.803797 -2.491 1.234 -2.836
H -4.237226 2.050118 2.512777 0.106 0.080 0.044
```
Forces are in eV/Å.

As for the highest occupied orbital energy: -8.4 eV. As for the charge: 0. The total energy is -107101.490 eV. The max |F| comes out at 0.172 Eh/bohr.